(1)
63
Properties=species:S:1:pos:R:3:forces:R:3:mulliken_spin:R:1 method="wB97M-V/def2-TZVPD" e_lumo_ev="-4.42 / -4.76" total_charge=+1 homo_ev="-11.1 / -11.6" spin_multiplicity=5 fmax_ev_per_a=1.14 de_lowest_ev=0.0436 gap_ev="6.73 / 6.79" total_energy_ha=-3070.99652 s_squared=6.106
Mn -0.574 -2.553 -0.125 -0.7 0.6 0.3 4.210
C 3.815 -2.412 -3.328 0.0 0.0 0.0 -0.002
C 2.479 -2.771 -3.416 0.0 0.0 0.0 0.012
C 1.707 -2.806 -2.266 0.0 -0.1 0.0 0.031
C 2.274 -2.484 -1.041 -0.1 -0.1 0.1 -0.064
C 3.610 -2.123 -0.944 0.0 0.1 0.1 -0.007
C 4.375 -2.092 -2.096 0.1 0.0 0.0 0.002
N 1.391 -2.509 0.088 0.6 -0.1 -0.9 -0.049
N 1.858 -2.348 1.220 0.2 0.2 1.0 0.033
C 0.855 -2.298 2.214 0.4 -0.1 0.0 -0.171
C 1.231 -2.112 3.534 0.1 0.0 0.1 -0.011
C 0.239 -2.063 4.505 0.0 0.0 0.0 0.030
C -1.094 -2.196 4.143 -0.1 0.0 0.0 -0.009
C -1.465 -2.372 2.805 -0.2 0.0 0.2 0.025
C -0.487 -2.421 1.841 0.0 -0.2 -0.4 -0.196
H 4.424 -2.384 -4.223 0.0 0.0 0.0 0.000
H 2.042 -3.030 -4.371 0.0 0.0 0.0 0.000
H 0.665 -3.108 -2.340 -0.1 0.0 0.0 0.000
H 4.029 -1.867 0.020 0.0 0.0 0.0 -0.001
H 5.419 -1.812 -2.034 0.0 0.0 0.0 0.000
H 2.281 -2.008 3.780 -0.1 0.0 0.0 -0.002
H 0.506 -1.926 5.545 0.0 0.0 0.0 0.000
H -1.862 -2.169 4.907 0.0 0.0 0.0 -0.001
H -2.511 -2.475 2.543 0.0 0.0 0.0 -0.006
C -3.636 -2.736 -0.485 0.3 0.0 0.1 0.003
O -2.223 -2.746 -0.582 -0.8 -0.2 -0.3 0.107
H -4.054 -2.911 -1.473 0.0 0.0 -0.1 -0.006
H -3.991 -1.771 -0.124 0.0 0.1 0.0 0.007
H -3.982 -3.522 0.184 0.0 -0.1 0.1 0.006
F -6.096 3.263 -0.170 0.0 0.0 0.0 0.000
C -4.896 2.667 -0.207 -0.1 0.0 0.0 0.002
C -4.106 2.833 -1.325 0.1 0.0 -0.1 0.000
C -2.864 2.212 -1.358 0.0 0.0 0.0 0.004
C -2.426 1.447 -0.279 -0.1 -0.1 0.0 0.003
C -3.260 1.289 0.828 0.0 0.0 0.0 -0.001
C -4.502 1.906 0.875 0.0 -0.1 0.1 -0.002
Sb -0.560 0.446 -0.327 0.1 -0.1 -0.1 0.024
C 0.437 1.323 1.330 0.0 -0.1 0.1 -0.001
C -0.047 1.080 2.617 0.0 0.1 0.0 -0.008
C 0.596 1.600 3.730 -0.1 -0.1 0.0 -0.001
C 1.740 2.349 3.536 0.0 0.0 0.1 0.001
F 2.371 2.850 4.607 0.0 0.0 0.0 0.000
C 2.262 2.593 2.283 0.0 0.0 -0.1 0.000
C 1.604 2.070 1.176 0.0 0.0 0.0 0.006
C 0.393 1.462 -1.912 0.0 0.0 -0.1 0.028
C 0.457 2.857 -1.952 0.0 0.0 0.0 -0.004
C 1.101 3.506 -2.993 0.0 0.0 0.1 0.000
C 1.678 2.740 -3.989 0.0 0.0 -0.1 0.000
F 2.307 3.363 -4.994 0.0 0.0 0.0 0.000
C 1.633 1.361 -3.988 0.0 -0.1 0.0 0.001
C 0.983 0.724 -2.939 0.0 0.1 0.0 -0.010
H -4.464 3.436 -2.150 0.0 0.0 0.0 0.000
H -2.241 2.335 -2.236 0.0 0.0 0.0 0.000
H -2.951 0.686 1.675 0.0 0.0 0.0 0.000
H -5.160 1.805 1.729 0.0 0.0 0.0 0.000
H -0.933 0.473 2.770 0.0 0.0 0.0 0.003
H 0.230 1.432 4.735 0.0 0.0 0.0 0.001
H 3.166 3.180 2.184 0.0 0.0 0.0 0.000
H 2.016 2.253 0.191 0.0 0.0 0.0 0.000
H 0.001 3.450 -1.166 0.0 0.0 0.0 0.000
H 1.163 4.586 -3.043 0.0 0.0 0.0 0.000
H 2.100 0.808 -4.794 0.0 0.0 0.0 0.000
H 0.950 -0.360 -2.927 0.0 0.1 0.0 0.011

(2)
15
Properties=species:S:1:pos:R:3:forces:R:3:mulliken_charge:R:1 method="wB97M-V/def2-TZVPD" e_lumo_ev=0.56 homo_ev=-7.7 fmax_ev_per_a=0.48 de_lowest_ev=3.4011 gap_ev=8.21 total_energy_ha=-304.71051
C -2.494 -0.241 0.139 -0.1 0.0 0.0 -1.228
C -1.061 0.179 0.008 -0.1 0.2 0.0 0.767
C -0.689 1.445 -0.320 0.1 -0.4 0.2 -1.000
N 0.878 1.246 -0.359 0.1 0.1 0.1 0.018
C 1.222 -0.134 0.010 -0.4 0.1 0.0 0.147
N 2.573 -0.454 0.239 -0.1 -0.1 -0.1 -0.533
C 0.055 -0.753 0.222 0.2 0.0 -0.1 -0.655
H -2.748 -1.054 -0.553 0.0 0.1 0.1 0.290
H -2.718 -0.591 1.155 0.0 0.0 -0.1 0.290
H -3.142 0.611 -0.082 0.1 -0.1 0.0 0.306
H 1.033 1.478 -1.340 0.3 -0.1 0.0 0.389
H 1.371 1.940 0.205 -0.2 -0.1 -0.1 0.369
H 2.653 -1.311 0.776 0.0 0.2 0.0 0.245
H 3.111 -0.564 -0.616 -0.1 0.0 0.1 0.244
H -0.045 -1.795 0.515 0.0 0.2 -0.1 0.351

(3)
81
Properties=species:S:1:pos:R:3:forces:R:3:mulliken_spin:R:1 method="wB97M-V/def2-TZVPD" e_lumo_ev="-13.45 / -17.31" total_charge=+4 homo_ev="-19.6 / -21.7" spin_multiplicity=6 fmax_ev_per_a=7.07 de_lowest_ev=0.0000 gap_ev="6.13 / 4.35" total_energy_ha=-2064.60693 s_squared=8.815
Ir -0.622 -0.627 -0.109 3.7 0.7 -1.0 1.111
C -1.382 -0.106 -1.738 -4.5 2.4 -4.8 0.174
O -1.858 0.289 -2.729 2.1 -1.5 3.1 0.150
C -1.102 -1.424 1.495 -2.8 -1.7 5.5 0.247
O -1.341 -1.785 2.577 1.1 0.8 -3.4 0.184
P -0.085 -2.624 -1.363 2.9 0.6 0.5 0.315
C 1.667 -2.867 -1.979 -0.3 -0.4 -0.4 0.025
H 1.703 -3.947 -2.167 -0.2 0.1 0.2 -0.001
C -0.242 -3.989 -0.116 -1.2 -2.5 0.3 0.154
H 0.262 -3.564 0.774 0.1 0.5 -0.4 0.054
C -1.079 -3.134 -2.859 -1.8 -2.1 -1.3 0.161
H -0.803 -2.336 -3.571 0.7 0.5 0.3 0.072
C -2.376 2.745 -0.173 0.4 -0.9 -0.8 0.024
P -0.801 2.761 0.767 -0.8 1.0 0.4 0.070
H -0.466 5.034 0.619 0.1 -0.3 -0.2 0.010
H -2.083 2.562 -1.220 0.0 0.2 0.1 0.006
C -1.329 2.852 2.546 0.8 -0.2 0.0 -0.003
H -2.249 3.453 2.557 0.1 -0.3 -0.2 0.001
C -1.702 -4.286 0.230 0.1 0.2 0.2 0.047
H -2.170 -4.962 -0.501 0.2 0.1 0.2 0.010
H -2.322 -3.394 0.355 0.0 -0.1 -0.1 0.000
H -1.706 -4.799 1.200 -0.1 -0.1 -0.1 0.027
C 0.461 -5.301 -0.480 0.4 0.6 0.0 0.049
H 0.283 -6.012 0.337 -0.2 0.0 -0.1 0.027
H 1.545 -5.200 -0.577 -0.2 0.0 0.0 0.002
H 0.060 -5.750 -1.396 0.1 -0.1 0.2 0.021
C -0.658 -4.467 -3.495 0.5 0.6 0.5 0.042
H 0.417 -4.558 -3.704 -0.3 0.1 0.0 0.007
H -1.170 -4.540 -4.465 -0.1 -0.1 -0.1 0.044
H -0.993 -5.339 -2.916 -0.2 0.2 -0.1 0.024
C -2.595 -3.104 -2.638 0.6 -0.1 0.9 0.064
H -3.050 -2.876 -3.612 0.0 0.0 -0.1 0.054
H -2.913 -2.332 -1.924 -0.1 -0.2 -0.3 0.006
H -2.973 -4.087 -2.319 0.0 0.4 -0.2 0.009
C 2.011 -2.247 -3.329 0.2 0.3 -0.2 0.042
H 1.293 -2.490 -4.125 0.4 -0.1 0.2 0.003
H 3.024 -2.571 -3.615 -0.4 -0.1 -0.1 0.003
H 2.063 -1.166 -3.278 0.1 -0.4 -0.3 -0.003
C 2.676 -2.536 -0.881 -0.1 0.1 0.1 0.007
H 2.574 -1.472 -0.615 0.2 -0.6 0.0 0.034
H 3.685 -2.742 -1.278 -0.4 0.2 0.3 0.004
H 2.527 -3.157 0.019 0.1 0.3 -0.3 0.010
C -3.029 4.126 -0.068 0.2 0.5 0.1 0.005
H -2.329 4.915 -0.374 -0.4 -0.1 0.0 0.001
H -3.375 4.342 0.954 0.0 -0.1 -0.4 0.000
H -3.891 4.173 -0.746 0.2 -0.1 0.2 -0.001
C -3.312 1.603 0.248 -0.2 -0.2 0.1 0.008
H -3.848 1.811 1.180 0.1 0.0 -0.1 0.004
C 1.493 4.350 1.145 0.8 -0.1 0.0 -0.032
H -2.782 0.642 0.370 -0.2 0.3 0.1 0.031
H -4.063 1.426 -0.532 0.1 0.2 0.1 -0.002
C 0.462 4.326 -1.211 -0.3 0.2 -0.2 0.000
H 2.412 4.292 0.557 -0.3 0.2 -0.4 -0.002
H 1.495 5.314 1.659 0.1 -0.1 -0.1 0.003
H 1.616 3.575 1.901 0.0 0.4 -0.3 0.023
C 0.209 4.216 0.303 0.4 -0.1 0.0 0.035
H 1.173 5.150 -1.371 -0.3 -0.2 0.0 0.001
H -0.473 4.585 -1.728 0.3 -0.1 0.0 0.000
H 0.895 3.432 -1.699 -0.1 0.2 0.4 -0.001
C -0.237 3.575 3.293 0.6 0.5 0.8 0.024
H 0.691 2.986 3.253 -0.4 0.2 0.2 -0.007
H -0.444 3.720 4.356 -0.4 -0.2 0.0 0.003
H -0.016 4.570 2.906 -0.2 -0.2 0.1 -0.001
C -1.523 1.474 3.166 -0.3 -0.2 -0.1 0.046
H -2.188 0.847 2.560 0.1 0.0 0.3 0.004
H -1.978 1.595 4.163 0.3 -0.2 -0.3 0.000
H -0.538 0.979 3.273 -0.5 0.1 0.1 0.000
H 1.477 0.614 -2.277 0.4 -0.4 -0.3 -0.005
H 1.902 0.062 -2.608 -0.6 1.3 0.7 0.017
N 2.414 2.004 5.918 0.1 -0.6 -1.9 0.270
C 2.507 1.634 4.805 -0.1 0.3 1.0 -0.008
C 2.603 1.168 3.465 -0.2 -0.3 0.8 0.153
C 3.791 1.203 2.753 0.3 0.5 -0.3 0.049
C 3.878 0.813 1.397 -0.5 -0.1 0.5 0.054
C 2.751 0.758 0.559 1.3 -0.1 -0.6 0.240
N 1.600 1.396 0.797 -3.8 0.0 -0.6 0.236
C 0.351 1.272 0.478 2.7 -0.4 0.7 0.445
H 4.662 1.585 3.288 0.1 -0.3 -0.3 -0.001
H 4.859 0.579 0.969 -0.4 0.0 0.1 0.007
H 2.867 0.347 -0.461 0.0 0.5 0.5 0.049
H 1.739 0.637 3.055 0.2 0.3 0.3 0.067